Entry 1:
A 2-piece molecular cluster, C4F6NO3 overall in a non-equilibrium geometry, computed with ωB97M-V with the def2-TZVPD basis set.

## Properties
HOMO-LUMO gap (spin up / spin down) in eV: 5.582 / 7.355

Structure (ORCA input):
```
! wB97M-V def2-TZVPD RIJCOSX def2/J DEFGRID3
* xyz -1 3
C -3.17 0.00 1.08
C 0.62 -0.06 -0.34
C 1.29 1.29 -0.23
C 1.57 -1.33 -0.42
N -0.71 -0.39 -0.27
O -2.53 -0.15 2.04
O -4.09 0.11 0.39
O -1.56 0.58 -0.11
F 1.07 1.93 0.92
F 2.64 1.17 -0.28
F 0.84 2.07 -1.24
F 0.97 -2.51 -0.67
F 2.25 -1.41 0.75
F 2.57 -1.11 -1.40
*
```

=====

Entry 2:
C4F6O3S as an isolated structure in a non-equilibrium geometry, computed with ωB97M-V with the def2-TZVPD basis set.

## Properties
Relative energy (zero: lowest compared OMol25 entry of this formula, charge and spin) in kcal/mol: 0.0
HOMO-LUMO gap (spin up / spin down) in eV: 8.580 / 8.579

Structure (ORCA input):
```
! wB97M-V def2-TZVPD RIJCOSX def2/J DEFGRID3
* xyz 0 1
C 1.54 -0.12 -0.39
C 1.41 -0.69 -1.53
C -1.62 -0.49 0.19
C -1.32 1.00 0.07
O 0.28 -0.74 2.88
O 1.40 -0.79 0.77
O -0.17 1.04 0.77
F 2.02 1.14 -0.19
F 1.63 -0.22 -2.71
F 0.83 -1.91 -1.58
F -2.60 -0.58 0.96
F -2.31 1.71 0.59
F -1.05 1.18 -1.30
S -0.05 -0.51 1.47
*
```

=====

Entry 3:
One molecule with the formula C4H10 in a non-equilibrium geometry, computed with ωB97M-V with the def2-TZVPD basis set.

## Properties
Relative energy (zero: lowest compared OMol25 entry of this formula, charge and spin) in kcal/mol: 3.6
SMILES: CC(C)C
HOMO-LUMO gap in eV: 12.350

Structure (ORCA input):
```
! wB97M-V def2-TZVPD RIJCOSX def2/J DEFGRID3
* xyz 0 1
C -1.26 -0.75 -0.03
C -0.10 0.20 -0.25
C 1.18 -0.50 -0.72
C 0.17 1.10 0.95
H -2.12 -0.19 0.33
H -0.95 -1.46 0.74
H -1.56 -1.23 -0.96
H -0.40 0.91 -1.04
H 2.01 0.20 -0.66
H 1.46 -1.30 -0.03
H 1.06 -0.79 -1.77
H -0.77 1.56 1.29
H 0.83 1.94 0.70
H 0.62 0.56 1.79
*
```

=====

Entry 4:
A 2-piece molecular cluster, C4H10 overall in a non-equilibrium geometry, computed with ωB97M-V with the def2-TZVPD basis set.

## Properties
Relative energy (zero: lowest compared OMol25 entry of this formula, charge and spin) in kcal/mol: 30.5
SMILES: C=C.CC
HOMO-LUMO gap in eV: 11.437

Structure (ORCA input):
```
! wB97M-V def2-TZVPD RIJCOSX def2/J DEFGRID3
* xyz 0 1
C -0.46 1.58 0.25
C 0.92 1.95 -0.26
H -0.47 0.77 0.98
H -1.15 1.14 -0.48
H -0.95 2.45 0.68
H 1.45 1.03 -0.49
H 0.84 2.51 -1.19
H 1.50 2.53 0.44
C 0.19 -2.09 -0.40
C -0.75 -2.53 0.44
H 0.14 -2.49 -1.41
H 0.99 -1.42 -0.16
H -1.45 -3.29 0.15
H -0.79 -2.14 1.45
*
```

=====

Entry 5:
A 2-piece molecular cluster, C4H10BO6 overall in a non-equilibrium geometry, computed with ωB97M-V with the def2-TZVPD basis set.

## Properties
HOMO-LUMO gap in eV: 8.466

Structure (ORCA input):
```
! wB97M-V def2-TZVPD RIJCOSX def2/J DEFGRID3
* xyz 1 1
O -1.48 -1.73 0.66
C -1.02 -0.88 -0.10
O -0.30 -1.04 -1.36
C 0.98 -0.38 -1.03
C 0.36 0.90 -0.27
C 1.25 1.73 0.76
B 1.42 1.07 2.23
O 2.30 0.00 2.60
O 0.62 1.64 3.31
O -1.02 0.56 0.08
H 1.57 0.05 -1.92
H 1.55 -1.11 -0.34
H 0.20 1.63 -1.15
H 0.79 2.78 0.90
H 2.32 1.79 0.31
H 2.40 -0.66 1.88
H 0.13 0.91 3.74
O -2.99 -1.96 -2.75
H -3.40 -1.14 -3.11
H -3.59 -2.42 -2.12
H -2.11 -1.77 -2.35
*
```

=====

Entry 6:
C4H10BrF6MgO3PS4SbTe as an isolated structure in a non-equilibrium geometry, computed with ωB97M-V with the def2-TZVPD basis set.

## Properties
Relative energy (zero: lowest compared OMol25 entry of this formula, charge and spin) in kcal/mol: 361.1
HOMO-LUMO gap (spin up / spin down) in eV: 4.183 / 3.875

Structure (ORCA input):
```
! wB97M-V def2-TZVPD RIJCOSX def2/J DEFGRID3
* xyz -2 2
Mg 1.30 -1.22 1.43
S -0.82 -1.17 3.79
S -2.16 -0.29 2.67
S -3.05 -1.25 1.14
S -1.34 -1.75 -0.14
C -2.84 0.82 -2.29
C -2.35 1.59 -1.05
O -1.27 0.97 -0.73
P -0.42 1.61 0.86
O 0.51 0.29 1.03
Te -1.52 2.77 2.38
O 0.53 2.38 -0.01
C 1.49 2.27 -0.70
C 2.25 3.62 -1.76
H -3.87 1.68 -2.69
H -3.36 0.04 -2.24
H -2.09 1.00 -3.25
H -3.31 2.13 -0.11
H -1.99 2.74 -1.35
H 1.29 1.62 -1.76
H 2.51 1.91 -0.46
H 1.15 3.54 -2.06
H 2.77 2.80 -2.21
H 2.77 4.21 -1.02
F -0.60 -3.84 2.05
Sb 1.24 -4.59 1.30
F 1.61 -5.82 2.48
F 1.44 -5.95 -0.10
F 3.49 -4.87 0.88
F 1.65 -3.18 -0.18
F 1.81 -3.18 2.75
Br 3.19 -0.87 1.37
*
```

=====

Entry 7:
C4H10BrN2O8Sr as an isolated structure in a non-equilibrium geometry, computed with ωB97M-V with the def2-TZVPD basis set.

## Properties
HOMO-LUMO gap in eV: 2.509

Structure (ORCA input):
```
! wB97M-V def2-TZVPD RIJCOSX def2/J DEFGRID3
* xyz -1 1
Sr 0.86 -0.60 -1.03
Br 4.12 -1.86 2.95
N 0.99 -6.22 -2.55
O 0.77 -5.53 -3.51
O 1.42 -7.38 -2.77
O 0.97 -5.67 -1.45
N 4.93 0.29 -5.79
O 4.36 0.74 -4.75
O 6.06 0.69 -6.10
O 4.34 -0.60 -6.48
C -0.12 3.76 0.86
O -0.58 2.45 1.38
C -1.73 2.50 2.21
C -1.99 1.07 2.81
O -2.25 0.15 1.72
C -3.20 -0.83 2.13
H 0.92 3.74 0.55
H -0.36 4.55 1.57
H -0.78 4.08 0.06
H -2.61 2.74 1.61
H -1.62 3.23 3.02
H -2.86 1.30 3.42
H -1.26 0.61 3.47
H -3.56 -1.35 1.24
H -4.06 -0.34 2.56
H -2.76 -1.52 2.85
*
```

=====

Entry 8:
One molecule with the formula C4H10BrNS in a non-equilibrium geometry, computed with ωB97M-V with the def2-TZVPD basis set.

## Properties
Relative energy (zero: lowest compared OMol25 entry of this formula, charge and spin) in kcal/mol: 14.1
SMILES: CCN(CC)SBr
HOMO-LUMO gap in eV: 8.648

Structure (ORCA input):
```
! wB97M-V def2-TZVPD RIJCOSX def2/J DEFGRID3
* xyz 0 1
C 1.16 -1.67 -0.88
C 0.10 2.28 0.51
C -0.21 -1.51 -0.06
C 0.45 0.82 0.53
N -0.48 -0.04 -0.20
S -2.44 0.21 0.63
Br -3.64 -0.32 -0.96
H 1.94 -1.32 -0.22
H 1.30 -2.65 -1.31
H 1.03 -0.97 -1.74
H 0.99 2.93 0.54
H -0.66 2.54 -0.25
H -0.40 2.57 1.50
H -0.93 -2.00 -0.67
H -0.15 -1.91 0.95
H 1.30 0.54 0.08
H 0.65 0.49 1.55
*
```

=====

Entry 9:
C4H10BrP as an isolated structure, computed with ωB97M-V with the def2-TZVPD basis set.

## Properties
Relative energy (zero: lowest compared OMol25 entry of this formula, charge and spin) in kcal/mol: 0.0
HOMO-LUMO gap (spin up / spin down) in eV: 8.310 / 5.980

Structure (ORCA input):
```
! wB97M-V def2-TZVPD RIJCOSX def2/J DEFGRID3
* xyz 0 3
C -0.18 1.10 -0.81
C 0.32 0.31 1.53
C 1.24 -0.94 -0.45
C 0.06 -0.11 0.09
P -1.36 -1.33 0.09
Br -3.69 0.31 0.01
H -0.34 0.80 -1.84
H -1.05 1.65 -0.47
H 0.69 1.76 -0.77
H 0.40 -0.56 2.18
H -0.50 0.93 1.89
H 1.25 0.88 1.61
H 1.41 -1.83 0.17
H 1.06 -1.26 -1.47
H 2.15 -0.34 -0.44
H -1.47 -1.39 -1.31
*
```

=====

Entry 10:
C4H10CeN2O2SSi2 as an isolated structure in a non-equilibrium geometry, computed with ωB97M-V with the def2-TZVPD basis set.

## Properties
HOMO-LUMO gap (spin up / spin down) in eV: 4.234 / 4.484

Structure (ORCA input):
```
! wB97M-V def2-TZVPD RIJCOSX def2/J DEFGRID3
* xyz 3 2
Si 1.65 -2.57 -0.06
O 2.70 -1.56 0.88
Si 2.84 0.03 0.26
C 1.42 1.19 0.94
C 0.42 1.38 -0.32
S -1.16 2.31 0.16
C -2.49 0.99 -0.05
N -3.33 0.71 -1.19
N -4.08 -0.36 -0.87
C -3.76 -0.77 0.47
O -2.77 0.08 0.97
H 2.02 -4.00 0.05
H 1.62 -2.23 -1.49
H 0.29 -2.43 0.53
H 4.15 0.62 0.55
H 2.72 0.00 -1.22
H 1.85 2.19 1.30
H 0.85 0.63 1.74
H 0.16 0.31 -0.65
H 0.97 1.85 -1.20
H -4.21 -1.65 1.02
Ce -1.85 3.29 -1.81
*
```

=====

Entry 11:
A 2-piece molecular cluster, C4H10ClISi overall in a non-equilibrium geometry, computed with ωB97M-V with the def2-TZVPD basis set.

## Properties
Relative energy (zero: lowest compared OMol25 entry of this formula, charge and spin) in kcal/mol: 64.0
HOMO-LUMO gap in eV: 7.739

Structure (ORCA input):
```
! wB97M-V def2-TZVPD RIJCOSX def2/J DEFGRID3
* xyz 0 1
C -0.09 -1.94 1.60
C -0.42 1.86 -1.26
C -0.17 -0.54 1.09
C 0.43 0.65 -1.74
Si 1.14 -0.17 -0.21
Cl 0.99 -3.10 -1.33
I 3.33 0.55 0.49
H -0.52 -2.64 0.77
H 1.05 -2.19 1.83
H -0.63 -1.95 2.59
H -1.37 1.40 -0.71
H 0.28 2.46 -0.58
H -0.74 2.35 -2.24
H -0.24 0.18 1.87
H -1.09 -0.34 0.69
H 1.11 1.04 -2.42
H -0.09 0.06 -2.45
*
```

=====

Entry 12:
A 2-piece molecular cluster, C4H10ClISi overall in a non-equilibrium geometry, computed with ωB97M-V with the def2-TZVPD basis set.

## Properties
Relative energy (zero: lowest compared OMol25 entry of this formula, charge and spin) in kcal/mol: 60.9
HOMO-LUMO gap (spin up / spin down) in eV: 6.895 / 5.092

Structure (ORCA input):
```
! wB97M-V def2-TZVPD RIJCOSX def2/J DEFGRID3
* xyz 0 1
C 0.51 -0.59 -2.13
C -1.63 -0.77 1.96
C -0.74 0.10 -1.52
C -0.40 0.18 1.71
Si -0.39 1.08 0.09
Cl -1.50 2.79 0.03
I 3.54 2.20 0.87
H 1.33 0.05 -2.60
H 0.94 -1.03 -1.24
H 0.39 -1.33 -2.94
H -1.87 -1.49 1.16
H -1.38 -1.38 2.79
H -2.59 -0.16 2.05
H -1.54 -0.55 -1.15
H -1.21 0.86 -2.24
H 0.65 -0.36 1.82
H -0.47 0.88 2.53
*
```

=====

no.,DFT total energy (a.u.),M (g/mol)
1,-1032.068209,224.0
2,-1375.270704,242.1
3,-158.397184,58.1
4,-158.354212,58.1
5,-634.431028,164.9
6,-6199.689859,732.9
7,-3474.179821,381.7
8,-3185.271826,184.1
9,-3073.667335,169.0
10,-1869.350578,346.5
11,-1205.751721,248.6
12,-1205.756562,248.6